# 1
The following is a DFT calculation (wB97M-V/def2-TZVPD) of a cluster of 4 separate species, C2H12N2O3 in total in a non-equilibrium geometry.

Geometry (Å):
H: 4.6696 -1.2819 -0.4425
N: 3.7388 -1.4073 -0.0547
C: 3.7759 -0.8193 1.0809
N: 2.7700 -0.8241 2.0010
C: 1.7874 -1.9057 1.9797
H: 4.6654 -0.2809 1.4439
H: 2.5798 0.0408 2.4880
H: 2.2380 -2.7938 2.4077
H: 0.9785 -1.6041 2.6537
H: 1.2895 -1.9690 1.0167
O: -1.1187 1.9618 -2.8309
H: -0.3038 1.9336 -2.3014
H: -0.8610 2.5817 -3.5299
O: -3.7863 0.4557 1.9933
H: -3.8911 0.3172 1.0584
H: -3.0695 1.0597 2.1542
O: -5.1210 1.6565 -4.1019
H: -4.5110 1.7046 -3.3375
H: -5.8306 1.1745 -3.6788

Calculated values
2S+1 ... 1
Electronic energy ... -11390.4413 eV
Structure (SMILES) ... [H]/N=C/NC.O.O.O
Kohn-Sham gap ... 9.35 eV



# 2
The following is a DFT calculation (wB97M-V/def2-TZVPD) of a cluster of 2 separate species, C4H12N3 in total.

Geometry (Å):
C: -1.2171 -1.1368 -1.7309
N: -1.1937 -0.3213 -0.5138
C: -2.0637 0.6083 -0.2686
N: -1.9741 1.4620 0.7384
H: -1.3420 -2.1840 -1.4655
H: -0.2728 -1.0209 -2.2567
H: -2.0377 -0.8107 -2.3636
H: -0.3740 -0.4250 0.1006
H: -2.8224 0.8013 -1.0186
H: -1.1885 1.4418 1.3719
H: -2.7006 2.1471 0.8596
C: 1.3974 -1.0682 1.0512
C: 2.1156 0.0591 0.9443
N: 2.9397 0.4274 -0.0939
H: 1.5538 -1.8798 0.3485
H: 0.8199 -1.2543 1.9444
H: 2.0619 0.8012 1.7355
H: 3.3294 -0.3397 -0.6198
H: 3.6164 1.1332 0.1532

Calculated values
Charge ... +1
2S+1 ... 1
Electronic energy ... -8806.5218 eV
Kohn-Sham gap ... 9.06 eV



# 3
The following is a DFT calculation (wB97M-V/def2-TZVPD) of an isolated molecule of C3H4N2O in a non-equilibrium geometry.

Geometry (Å):
N: 1.6521 -0.0962 -0.3948
C: 0.3093 -0.3733 -0.1360
C: -0.5854 -1.3230 -0.0555
O: -2.2345 -0.2429 0.2627
N: -1.7625 0.9356 0.2929
C: -0.5320 1.1398 0.1259
H: 1.8670 0.8535 -0.1201
H: 2.3760 -0.7292 -0.0774
H: -1.0242 -2.3093 -0.0551
H: -0.0656 2.1451 0.1573

Calculated values
2S+1 ... 1
Electronic energy ... -8198.5776 eV
Kohn-Sham gap ... 9.76 eV



# 4
The following is a DFT calculation (wB97M-V/def2-TZVPD) of a cluster of 20 separate species, C80H220N20O20 in total in a non-equilibrium geometry.

Geometry (Å):
C: 25.1909 24.0119 15.4080
C: 26.3818 24.7804 15.9548
C: 25.8623 25.8609 16.9062
O: 24.9586 26.6528 16.1856
C: 24.3052 27.6757 16.8767
N: 27.3656 23.9179 16.5402
H: 24.6060 24.5623 14.6984
H: 24.4992 23.6642 16.1975
H: 25.5547 23.0791 14.9283
H: 26.8153 25.3187 15.1090
H: 26.7175 26.4661 17.2358
H: 25.3924 25.3141 17.7370
H: 23.8629 28.3596 16.1157
H: 25.0681 28.2894 17.4113
H: 23.5371 27.2876 17.5806
H: 26.8342 23.4366 17.3009
H: 28.1012 24.4785 16.9885
C: 27.8610 21.8369 13.0087
C: 28.8762 21.1252 13.9522
C: 30.1914 21.9359 14.0834
O: 31.1535 21.2384 14.8332
C: 32.4831 21.6251 14.7386
N: 28.2325 21.0147 15.2497
H: 28.2975 22.0929 12.0337
H: 27.4483 22.7483 13.4140
H: 27.0210 21.1662 12.7687
H: 29.0868 20.1295 13.5491
H: 29.8745 22.8975 14.4966
H: 30.5502 22.1549 13.0958
H: 32.9517 21.1677 15.6135
H: 32.6598 22.7013 14.6511
H: 32.9670 21.1755 13.8437
H: 28.0212 21.9764 15.5526
H: 28.9207 20.6624 15.9170
C: 16.1054 20.8689 22.5255
C: 15.0006 21.9323 22.4554
C: 14.9058 22.3745 20.9656
O: 13.9784 23.4413 20.8368
C: 13.6606 23.7872 19.5095
N: 13.7673 21.5179 23.1206
H: 15.7708 19.9266 22.0998
H: 16.2959 20.6502 23.5621
H: 17.0174 21.2819 22.1091
H: 15.3674 22.8347 22.9815
H: 14.5954 21.5290 20.3535
H: 15.8990 22.6764 20.6219
H: 13.1054 24.7275 19.5594
H: 13.0292 23.0510 19.0357
H: 14.5454 23.8970 18.9258
H: 13.5713 20.5838 22.8498
H: 12.9945 22.1120 22.8642
C: 20.2205 12.6827 22.8144
C: 19.6793 12.1162 21.4865
C: 20.7205 12.2766 20.2724
O: 20.7101 13.6477 19.8946
C: 19.5544 14.0223 19.0810
N: 19.2648 10.7165 21.6620
H: 21.1311 12.1058 23.0035
H: 19.5490 12.5181 23.6788
H: 20.4619 13.7300 22.7740
H: 18.7574 12.6197 21.1789
H: 20.3618 11.6321 19.4362
H: 21.7189 11.9894 20.5067
H: 19.4916 13.4245 18.1844
H: 19.8066 15.0550 18.8227
H: 18.6408 14.0249 19.6701
H: 18.9254 10.3466 20.7890
H: 20.0834 10.1444 21.8653
C: 19.6807 18.5046 9.5597
C: 19.4596 18.1115 11.0410
C: 20.3766 16.8540 11.2577
O: 20.2414 16.2045 12.4850
C: 21.2281 15.3026 12.8944
N: 19.7232 19.2302 11.9698
H: 18.9721 19.2830 9.2660
H: 19.5274 17.6582 8.8754
H: 20.7068 18.8735 9.4822
H: 18.4162 17.8184 11.1965
H: 21.4017 17.1399 11.0886
H: 20.1374 16.1798 10.4117
H: 21.2571 14.4439 12.1977
H: 20.8994 14.9374 13.8337
H: 22.2272 15.7073 12.9515
H: 19.5898 18.8665 12.9170
H: 20.6690 19.5399 11.8579
C: 20.8379 17.7589 22.5445
C: 22.1965 17.4468 23.1951
C: 22.5865 16.0062 22.9971
O: 23.7976 15.6868 23.6429
C: 24.5423 14.6402 23.0621
N: 23.1088 18.4615 22.6740
H: 20.7609 18.8559 22.5966
H: 20.0049 17.3341 23.1267
H: 20.7720 17.4250 21.5111
H: 22.0854 17.6036 24.2870
H: 22.6718 15.9177 21.9280
H: 21.7687 15.3478 23.3076
H: 25.4390 14.5602 23.6532
H: 24.8771 14.9605 22.0794
H: 24.0609 13.6655 23.0637
H: 23.9936 18.4788 23.1665
H: 23.4016 18.1927 21.7257
C: 14.1306 19.2153 17.7452
C: 12.8379 18.6073 18.2930
C: 12.7366 19.0864 19.7411
O: 13.8337 18.6418 20.5425
C: 13.8158 17.2472 20.7681
N: 11.7714 19.1196 17.4449
H: 14.9401 18.6032 18.1340
H: 14.2253 20.2433 18.0266
H: 14.1274 19.1683 16.6420
H: 12.7904 17.5279 18.2240
H: 11.7407 18.8107 20.1737
H: 12.7092 20.1910 19.6837
H: 13.8042 16.6854 19.8295
H: 12.9284 16.9620 21.3410
H: 14.6809 17.0021 21.3444
H: 10.9259 18.5964 17.5737
H: 11.9852 19.1934 16.4675
C: 27.6801 26.0282 23.5258
C: 26.8302 25.0727 22.6323
C: 26.7501 23.6911 23.2266
O: 26.0364 22.9102 22.3138
C: 25.6770 21.5494 22.5521
N: 25.5145 25.6218 22.5284
H: 28.7609 25.7181 23.5222
H: 27.2907 26.1396 24.5505
H: 27.6306 27.0705 23.0908
H: 27.2897 25.0866 21.6404
H: 26.2271 23.7403 24.1820
H: 27.7272 23.2468 23.4039
H: 25.1851 21.1710 21.6461
H: 24.9740 21.4524 23.4103
H: 26.5595 20.9244 22.7503
H: 24.9518 25.0635 21.9080
H: 24.9952 25.6645 23.3789
C: 19.5660 20.5352 19.5463
C: 20.5596 19.7595 18.6984
C: 20.6907 20.3921 17.2701
O: 21.5171 19.5550 16.4760
C: 21.8474 20.0910 15.2177
N: 21.8224 19.7151 19.4485
H: 19.3114 19.9631 20.4269
H: 18.6564 20.8098 19.0040
H: 20.1007 21.4161 19.9132
H: 20.1406 18.7457 18.5903
H: 21.1750 21.3728 17.3630
H: 19.6834 20.4782 16.8421
H: 22.4030 19.3155 14.6840
H: 22.4763 20.9679 15.3145
H: 20.9405 20.3795 14.6590
H: 21.6449 19.4020 20.4199
H: 22.4837 19.0802 19.0182
C: 16.5753 17.1310 15.1260
C: 17.7228 17.4645 16.0840
C: 18.1096 16.2794 16.9686
O: 16.9670 15.7943 17.6415
C: 16.7968 16.4684 18.8868
N: 18.8282 18.0617 15.2753
H: 16.1629 18.0817 14.7288
H: 15.7752 16.4685 15.4863
H: 17.0740 16.5883 14.2561
H: 17.3485 18.2572 16.7475
H: 18.8799 16.5924 17.6475
H: 18.5108 15.4591 16.3290
H: 15.8481 16.1140 19.2823
H: 16.7711 17.5444 18.7331
H: 17.6057 16.2329 19.5862
H: 19.0508 17.3074 14.6273
H: 19.7149 18.2177 15.7636
C: 17.2877 22.9109 13.6318
C: 17.3812 21.5224 14.3312
C: 16.6051 21.4755 15.6958
O: 17.4914 21.9862 16.6682
C: 16.8915 22.5706 17.7948
N: 16.8534 20.4988 13.4258
H: 17.4080 23.7689 14.3025
H: 16.3251 23.0211 13.1310
H: 18.0591 23.0335 12.8846
H: 18.4267 21.3620 14.5906
H: 16.4084 20.4148 15.8502
H: 15.6789 22.0354 15.6464
H: 16.0170 23.1994 17.5659
H: 17.6071 23.1866 18.2989
H: 16.5144 21.8187 18.5203
H: 17.2997 20.5791 12.5194
H: 17.2216 19.6372 13.7868
C: 22.4977 16.1084 17.8931
C: 23.7964 15.6961 18.6386
C: 24.9747 15.3624 17.6907
O: 26.1441 15.0391 18.4094
C: 27.3881 14.9743 17.7805
N: 24.1055 16.8546 19.4953
H: 21.7664 16.2080 18.6525
H: 22.1293 15.3633 17.1798
H: 22.6724 17.0336 17.3417
H: 23.6545 14.8006 19.2744
H: 25.0345 16.2534 17.0550
H: 24.8042 14.5928 16.9544
H: 27.3813 14.4440 16.8010
H: 28.0182 14.4614 18.5126
H: 27.7659 16.0280 17.6464
H: 24.2894 17.6118 18.8259
H: 24.9628 16.6915 20.0109
C: 25.1634 16.6104 14.0430
C: 26.3261 17.5148 14.5119
C: 27.6339 17.1029 13.9061
O: 27.9756 15.8181 14.3412
C: 28.9584 15.1334 13.5932
N: 26.0198 18.9074 14.1374
H: 25.3384 15.5308 14.1933
H: 25.0088 16.7282 12.9612
H: 24.1857 16.7864 14.5364
H: 26.4602 17.5331 15.6222
H: 28.4439 17.7169 14.2500
H: 27.5685 17.2183 12.8056
H: 29.1662 14.1993 14.0852
H: 29.8824 15.7122 13.6158
H: 28.6547 14.8971 12.5714
H: 26.5836 19.6606 14.6053
H: 26.0897 19.0070 13.1404
C: 23.9718 21.3255 11.7344
C: 23.8413 19.9653 10.9777
C: 25.1157 19.6384 10.1923
O: 26.2286 19.5346 11.0337
C: 27.3980 19.3541 10.2428
N: 23.4354 18.9829 12.0219
H: 24.7641 21.1256 12.4503
H: 23.0497 21.6093 12.2226
H: 24.3366 22.1844 11.1693
H: 23.0173 20.0940 10.2563
H: 25.3014 20.3748 9.4007
H: 24.9775 18.6461 9.6582
H: 27.5935 20.2440 9.6185
H: 27.3477 18.4408 9.6265
H: 28.2491 19.2416 10.9018
H: 23.4957 18.0316 11.6490
H: 24.1286 19.0691 12.8065
C: 14.9014 22.2380 26.3038
C: 15.6846 23.6141 26.4544
C: 17.0792 23.6783 25.7695
O: 17.7740 22.5095 26.1750
C: 19.1421 22.5694 25.8228
N: 14.8215 24.7112 25.9670
H: 14.7928 21.8960 25.2601
H: 13.8625 22.3779 26.6105
H: 15.3253 21.4880 26.9823
H: 15.7377 23.7744 27.5236
H: 17.6442 24.5688 26.0718
H: 16.9079 23.7628 24.6819
H: 19.5809 21.5713 25.9279
H: 19.6745 23.2958 26.4308
H: 19.2914 22.8600 24.7665
H: 13.9118 24.6251 26.4146
H: 14.6322 24.6304 24.9762
C: 14.5200 13.3521 21.0013
C: 15.8441 12.8270 21.6000
C: 16.5056 13.8475 22.5548
O: 17.0699 14.9065 21.8157
C: 17.5872 15.8825 22.6874
N: 15.5392 11.5292 22.2817
H: 13.6893 13.4782 21.7433
H: 14.1389 12.6581 20.2518
H: 14.7237 14.3234 20.5652
H: 16.4809 12.6177 20.7573
H: 17.2512 13.2598 23.0681
H: 15.7276 14.1723 23.2131
H: 18.1445 16.5249 21.9986
H: 18.3033 15.3837 23.3476
H: 16.8647 16.4160 23.2892
H: 16.3725 10.9213 22.2320
H: 14.8960 11.0090 21.7107
C: 21.6870 25.6736 24.1266
C: 22.4496 24.5133 24.7213
C: 22.8170 23.3802 23.7349
O: 21.5914 23.0115 23.0640
C: 21.8598 22.0900 22.0045
N: 23.7160 25.0303 25.2713
H: 20.7640 25.3085 23.6674
H: 22.2830 26.2201 23.4088
H: 21.3757 26.3838 24.8839
H: 21.8527 24.0775 25.5317
H: 23.3337 22.5144 24.1673
H: 23.5459 23.8033 23.0440
H: 22.5004 22.5491 21.2506
H: 20.9189 21.7465 21.5846
H: 22.4608 21.2406 22.4147
H: 24.1532 24.2558 25.7746
H: 23.4802 25.7690 25.9437
C: 17.6072 27.3549 18.8578
C: 16.6335 26.6180 19.8188
C: 17.2991 25.7100 20.8060
O: 18.0454 24.6479 20.2113
C: 18.7660 23.9170 21.1387
N: 15.9023 27.6269 20.5011
H: 17.2209 28.2831 18.3759
H: 18.0296 26.7302 18.0797
H: 18.5159 27.6196 19.4257
H: 15.8567 26.1589 19.1641
H: 16.5270 25.2881 21.4610
H: 17.9220 26.3477 21.4460
H: 19.6589 24.4799 21.4512
H: 19.1407 23.0077 20.7166
H: 18.1820 23.6808 22.0514
H: 16.5172 28.3016 20.9622
H: 15.4170 27.2222 21.2777
C: 21.9570 23.4773 13.9145
C: 21.0310 24.6277 14.2151
C: 20.3145 24.4295 15.5472
O: 21.2969 24.3775 16.5668
C: 20.7698 24.6076 17.8463
N: 21.8465 25.8548 14.1231
H: 22.5643 23.7072 13.0467
H: 21.3583 22.5681 13.6880
H: 22.6086 23.1900 14.7387
H: 20.2137 24.7438 13.4781
H: 19.6963 23.5498 15.6036
H: 19.6159 25.2608 15.6941
H: 21.6156 24.4766 18.5207
H: 20.0431 23.8169 18.0678
H: 20.3203 25.5916 17.9115
H: 21.2710 26.6630 14.1758
H: 22.4107 25.8358 14.9818
C: 26.6487 19.6409 18.2173
C: 25.1979 20.0604 18.1587
C: 25.0595 21.4505 17.5918
O: 25.5816 22.4848 18.3846
C: 24.5345 22.8708 19.2669
N: 24.4530 19.0888 17.3808
H: 27.0702 19.7812 17.2205
H: 26.8622 18.6139 18.5523
H: 27.2563 20.3950 18.7498
H: 24.7967 19.9361 19.1713
H: 23.9858 21.4848 17.4290
H: 25.6183 21.4509 16.6532
H: 23.9672 23.6130 18.6513
H: 24.8852 23.3913 20.1571
H: 23.7841 22.1236 19.5394
H: 24.9438 19.0896 16.4733
H: 23.4878 19.3971 17.2923

Calculated values
2S+1 ... 1
Electronic energy ... -157270.3273 eV
Kohn-Sham gap ... 9.24 eV



# 5
The following is a DFT calculation (wB97M-V/def2-TZVPD) of a structure of composition C27H19N9O5S4V in a non-equilibrium geometry.

Geometry (Å):
V: 0.5517 -0.4065 2.7996
S: 2.8342 -0.0998 3.1299
S: 3.9580 -1.0677 1.6495
S: 3.7768 -0.1095 -0.1946
S: 2.1233 -0.7245 -1.2838
O: -2.4365 2.6375 8.2703
C: -1.8808 3.2859 7.3584
O: -1.7719 4.5232 7.1930
C: -1.2198 2.4333 6.2615
C: -0.3237 3.0052 5.3697
C: 0.2973 2.2178 4.4188
N: 0.0430 0.9075 4.2916
C: -0.8388 0.3454 5.1497
C: -1.4605 1.0673 6.1471
C: -1.0598 -1.1583 4.9310
O: -1.9439 -1.7481 5.5206
O: -0.2252 -1.6859 4.0742
H: -0.1244 4.0665 5.4383
H: 1.0308 2.6195 3.7313
H: -2.1301 0.5760 6.8395
C: 0.7908 3.7330 -0.9073
N: 0.3502 2.6730 -0.0261
C: 1.0906 1.7971 0.6526
N: 0.2976 1.0556 1.3965
C: -0.9570 1.5068 1.0998
N: -0.9832 2.4944 0.2341
C: 0.9424 3.3516 -2.3644
C: 1.4196 4.3110 -3.2461
C: 1.5696 4.0223 -4.5931
C: 1.2355 2.7638 -5.0726
C: 0.7651 1.8053 -4.1913
C: 0.6162 2.0899 -2.8409
C: 0.4267 0.4654 -4.7108
N: 0.4325 0.0549 -5.9245
N: 0.0271 -1.2975 -5.8749
C: -0.1766 -1.5541 -4.6406
O: 0.0420 -0.4923 -3.8479
C: -0.6212 -2.8240 -4.0229
C: -0.8380 -3.9340 -4.8248
C: -1.2501 -5.1226 -4.2444
C: -1.4557 -5.1960 -2.8739
C: -1.2471 -4.0881 -2.0727
C: -1.5477 -4.1551 -0.5900
N: -0.5675 -3.4777 0.2252
C: -0.5590 -2.2107 0.6400
N: 0.5192 -1.9748 1.3473
C: 1.1630 -3.1780 1.3457
N: 0.5425 -4.1220 0.6770
C: -0.8203 -2.8976 -2.6573
H: 1.7458 4.1054 -0.5382
H: 0.0530 4.5257 -0.8111
H: 2.1767 1.7787 0.6810
H: -1.8484 1.1102 1.5598
H: 1.6814 5.2970 -2.8724
H: 1.9501 4.7771 -5.2699
H: 1.3448 2.5113 -6.1205
H: 0.2850 1.3172 -2.1586
H: -0.6720 -3.8526 -5.8921
H: -1.4086 -5.9986 -4.8615
H: -1.7794 -6.1288 -2.4245
H: -1.5906 -5.1892 -0.2614
H: -2.5135 -3.6932 -0.3878
H: -1.3289 -1.4972 0.3905
H: 2.1155 -3.3241 1.8270
H: -0.6179 -2.0236 -2.0473

Calculated values
Charge ... -2
2S+1 ... 4
Electronic energy ... -120990.6238 eV
Kohn-Sham gap (spin up / spin down) ... 5.06 / 5.45 eV



# 6
The following is a DFT calculation (wB97M-V/def2-TZVPD) of the ion C5H7N6S with charge +1 in a non-equilibrium geometry.

Geometry (Å):
C: 1.0144 -2.0720 -1.8680
C: -0.4933 1.7942 0.0578
C: 0.5964 -1.5589 0.2460
C: -0.4508 2.2778 -1.3490
C: 0.1551 -1.9712 1.6061
N: 0.9855 -2.5142 -0.6562
N: -0.9260 2.6485 1.0232
N: -0.8523 1.9974 2.0710
N: -0.6241 1.2098 2.8246
N: -0.2315 0.5803 0.4261
N: 0.3117 -0.3774 -0.3116
S: 0.6477 -0.4315 -2.1227
H: 1.2291 -2.7688 -2.5540
H: -0.9154 1.5916 -2.0710
H: -1.1022 3.2014 -1.6019
H: 0.7097 2.4339 -1.6777
H: 0.5906 -2.8119 1.8936
H: 0.2696 -1.0531 2.3400
H: -0.9144 -2.1758 1.7236

Calculated values
Charge ... +1
2S+1 ... 1
Electronic energy ... -25062.9104 eV
Kohn-Sham gap ... 8.63 eV



What did we get for relative energy (zero: lowest compared OMol25 entry of this formula, charge and spin)? Answer: 126.2 117.0 512.1 14.1 121.2 297.7 kJ/mol, in the order shown.